{
  "formula": "C2Na2O4",
  "method": "wB97M-V/def2-TZVPD",
  "species": ["O", "C", "O", "Na", "Na", "O", "O", "C"],
  "coordinates": [[1.05, -1.24, 0.04], [0.05, -0.68, -0.45], [-1.06, -1.25, -0.63], [-2.67, -0.60, 0.87], [2.81, 0.14, 0.20], [-1.18, 1.27, 0.20], [1.04, 1.48, -0.04], [-0.05, 0.89, -0.19]],
  "e_lumo_ev": -0.6,
  "homo_energy_ev": -7.761,
  "max_force_ev_per_a": 2.7,
  "orbital_gap_ev": 7.143,
  "de_lowest_kcal_mol": 12.5
}